C40H61BBrF4O5RbS2Si as an isolated structure in a non-equilibrium geometry. Source: the Open Molecules 2025 dataset; level of theory: ωB97M-V/def2-TZVPD.

Each line ends with the Mulliken charge.
Element x y z (Å)
Rb1 1.222 0.643 -0.312  0.86
C1 0.190 9.768 0.539  -1.70
C2 -0.583 8.907 -0.458  2.39
C3 -1.996 9.478 -0.499  -1.96
C4 0.126 9.070 -1.844  -1.86
C5 -0.667 7.422 -0.078  -0.55
C6 0.472 6.585 -0.171  -0.68
C7 0.422 5.259 0.152  -0.47
Br1 1.959 4.223 0.309  -0.36
C8 -0.843 4.532 0.388  0.53
O1 -0.949 3.297 0.170  -0.65
C9 -1.917 5.438 0.787  -0.48
C10 -1.794 6.793 0.430  0.37
C11 -3.238 5.011 1.434  2.60
C12 -4.257 4.580 0.377  -1.70
C13 -2.849 3.739 2.284  -1.79
C14 -3.845 6.134 2.312  -2.17
H1 0.280 10.778 0.171  0.44
H2 1.175 9.325 0.735  0.34
H3 -0.285 9.777 1.514  0.39
H4 -1.905 10.504 -0.915  0.43
H5 -2.435 9.608 0.532  0.29
H6 -2.743 8.893 -1.062  0.37
H7 0.044 10.143 -2.128  0.45
H8 -0.371 8.457 -2.548  0.43
H9 1.175 8.866 -1.892  0.34
H10 1.424 6.999 -0.503  0.33
H11 -2.640 7.423 0.586  0.35
H12 -3.789 3.920 -0.367  0.36
H13 -4.656 5.496 -0.105  0.26
H14 -5.112 4.084 0.816  0.44
H15 -2.261 3.054 1.692  0.34
H16 -3.708 3.255 2.752  0.41
H17 -2.228 4.027 3.142  0.36
H18 -4.417 6.852 1.755  0.38
H19 -3.075 6.598 2.920  0.41
H20 -4.592 5.761 3.041  0.43
O2 -1.426 -1.041 -0.773  -0.50
S1 -2.892 -0.515 -0.519  0.61
C15 -3.579 -1.465 0.906  -1.10
C16 -3.579 -2.962 0.741  0.25
C17 -2.382 -3.713 0.701  -0.35
C18 -2.439 -5.084 0.910  -0.23
C19 -3.677 -5.695 0.992  -0.47
C20 -4.828 -5.006 0.667  -0.55
C21 -4.790 -3.623 0.591  -0.34
C22 -3.767 -1.196 -2.003  -0.72
C23 -4.279 -0.034 -2.803  0.43
C24 -5.580 0.456 -2.627  -0.41
C25 -6.046 1.480 -3.461  -0.58
C26 -5.237 2.031 -4.435  -0.47
C27 -3.949 1.542 -4.615  -0.63
C28 -3.445 0.513 -3.772  -0.32
H21 -4.611 -1.110 1.043  0.44
H22 -2.961 -1.116 1.761  0.44
H23 -1.464 -3.186 0.614  0.65
H24 -1.512 -5.704 0.988  0.35
H25 -3.729 -6.796 1.033  0.30
H26 -5.704 -5.601 0.299  0.27
H27 -5.651 -3.016 0.399  0.39
H28 -4.634 -1.798 -1.590  0.30
H29 -3.046 -1.861 -2.593  0.36
H30 -6.205 -0.035 -1.905  0.42
H31 -7.076 1.801 -3.348  0.35
H32 -5.621 2.796 -5.096  0.39
H33 -3.344 1.966 -5.394  0.39
H34 -2.410 0.192 -3.926  0.39
F1 5.396 1.167 -0.987  -0.32
B1 4.087 1.114 -0.548  0.14
F2 3.236 2.032 -1.290  -0.37
F3 3.563 -0.241 -0.668  -0.17
F4 3.980 1.391 0.888  -0.42
C29 2.067 -3.179 -2.041  -1.77
C30 2.610 -4.578 -2.127  2.10
C31 1.672 -5.597 -2.857  -1.78
C32 4.037 -4.637 -2.695  -1.37
O3 2.554 -5.065 -0.720  -0.23
Si1 3.126 -4.240 0.596  -0.33
S2 1.815 -2.664 1.412  -0.58
O4 4.532 -3.510 0.183  0.49
C33 5.641 -3.130 1.100  1.82
C34 6.385 -2.107 0.270  -1.57
C35 6.492 -4.361 1.259  -1.81
C36 5.093 -2.628 2.445  -1.19
O5 3.439 -5.360 1.730  0.06
C37 2.569 -6.238 2.553  1.79
C38 2.237 -7.380 1.632  -1.34
C39 3.475 -6.677 3.701  -1.66
C40 1.349 -5.415 3.044  -1.69
H35 1.933 -2.724 -3.028  0.39
H36 2.658 -2.497 -1.513  0.26
H37 1.104 -3.156 -1.543  0.37
H38 1.778 -5.427 -3.938  0.39
H39 0.653 -5.403 -2.491  0.33
H40 1.837 -6.688 -2.609  0.28
H41 4.154 -4.180 -3.659  0.43
H42 4.396 -5.685 -2.903  0.33
H43 4.764 -4.161 -1.991  -0.04
H44 6.858 -2.549 -0.591  0.37
H45 7.172 -1.626 0.856  0.43
H46 5.734 -1.272 0.045  0.19
H47 6.735 -4.735 0.262  0.28
H48 6.113 -5.125 1.916  0.12
H49 7.432 -3.993 1.632  0.57
H50 4.345 -1.797 2.357  0.19
H51 5.935 -2.281 3.096  0.45
H52 4.563 -3.442 2.985  0.04
H53 3.220 -7.718 1.258  0.32
H54 1.618 -7.014 0.767  0.12
H55 1.749 -8.304 2.090  0.37
H56 4.464 -7.016 3.302  0.29
H57 3.021 -7.460 4.341  0.38
H58 3.694 -5.818 4.331  0.40
H59 0.731 -5.117 2.184  0.13
H60 1.747 -4.472 3.443  0.30
H61 0.766 -5.955 3.782  0.52

The energy relative to the best compared isomer or geometry (same formula, charge and spin) comes out at 3.54 kcal per mole. For the LUMO energy, the calculation gives 3.44 eV. As for the total charge: -2.